*1*
23
Properties=species:S:1:pos:R:3:lowdin_charge:R:1 method="wB97M-V/def2-TZVPD" mol_weight_g_mol=132.19 total_charge=+1 orbital_gap_ev=8.77
C -0.6960 0.5783 -0.9540 0.053
C 0.1773 -0.3249 0.0454 -0.616
C 1.0036 -1.4370 -1.9806 -0.097
C -0.4881 1.8920 1.8583 -0.017
C 0.3875 -1.6512 -0.6347 -0.233
N -0.5006 -0.5537 1.2726 0.201
N 1.4470 0.3632 0.3528 0.061
N -1.4339 1.0348 1.2760 -0.101
O -1.8368 1.0682 -0.0003 -0.055
H -0.2964 1.4603 -1.4995 0.149
H -1.1573 -0.0541 -1.7010 0.108
H 1.9427 -0.8876 -1.9165 0.074
H 0.3138 -0.9253 -2.6733 0.083
H 1.3560 -2.4294 -2.4292 0.121
H -0.9345 2.8194 2.0990 0.099
H -0.1946 1.3841 2.7747 0.123
H 0.2651 2.0668 1.0177 0.126
H 0.8648 -2.4022 0.0868 0.154
H -0.5847 -2.1846 -0.8271 0.133
H -1.1983 -1.3927 1.1110 0.177
H 1.7876 -0.0853 1.2701 0.144
H 2.1410 0.6244 -0.3244 0.088
H -2.3653 1.0364 1.7762 0.225

*2*
23
Properties=species:S:1:pos:R:3:lowdin_charge:R:1 method="wB97M-V/def2-TZVPD" mol_weight_g_mol=132.19 total_charge=+1 orbital_gap_ev=11.92
C 2.9596 -0.8721 0.3362 -0.145
C 4.3521 -1.0707 0.6510 -0.021
C -2.2582 2.0651 -1.0552 -0.117
C -1.6118 1.3880 0.0566 -0.278
C -1.5597 -0.0720 0.0917 -0.324
N 1.8973 -0.6005 0.1545 0.221
N -1.1753 -0.8692 1.3029 0.060
N -0.4912 -0.5423 -0.9190 -0.049
O -0.5376 -1.9183 -1.0976 -0.022
H 4.5843 -1.8330 1.3517 0.084
H 4.9785 -0.1384 0.9001 0.142
H 4.8461 -1.4271 -0.2118 0.078
H -3.4467 2.0231 -1.0812 0.135
H -2.1063 3.1792 -0.8229 0.118
H -1.9486 1.7369 -2.0307 0.060
H -2.2735 1.6960 0.9505 0.164
H -0.7476 1.9029 0.3700 0.109
H -2.4374 -0.5912 -0.2460 0.154
H -0.5246 0.0204 -1.8143 0.197
H 0.5930 -0.4546 -0.4818 0.077
H -1.9067 -1.1640 1.9911 0.126
H -0.4901 -0.2308 1.7390 0.092
H -0.6955 -2.2274 -0.1349 0.136

Q: Which of them is the most stable? A: *2*.

*1*
19
Properties=species:S:1:pos:R:3:lowdin_charge:R:1 method="wB97M-V/def2-TZVPD" mol_weight_g_mol=122.17 total_charge=0 orbital_gap_ev=10.17
C -2.6928 -0.3458 0.1388 -0.220
C -0.0597 1.1772 -0.7799 -0.079
C -0.3034 -0.0828 1.1940 0.010
C -1.8618 0.8323 0.4607 -0.218
C 0.5814 -0.0258 -0.0071 -0.580
C 2.0336 0.2188 0.2843 -0.075
C 0.5468 -1.2068 -0.9904 -0.023
N -3.2550 -1.2978 -0.1571 0.145
N -1.2766 1.4352 -0.6295 0.058
H 0.3515 1.6496 -1.6697 0.129
H -0.0052 0.6833 1.9675 0.111
H -0.7590 -0.9600 1.6426 0.093
H -2.3317 1.3597 1.2519 0.113
H 2.3707 -0.6962 0.6617 0.061
H 2.3926 1.1510 0.8756 0.123
H 2.5762 0.4046 -0.6707 0.089
H 1.1634 -0.7184 -1.7706 0.093
H -0.4909 -1.4778 -1.1932 0.082
H 1.0198 -2.1004 -0.6088 0.086

*2*
19
Properties=species:S:1:pos:R:3:lowdin_charge:R:1 method="wB97M-V/def2-TZVPD" smiles=N#C[C@H]1C[C@@H]1N1CCC1 mol_weight_g_mol=122.17 total_charge=0 orbital_gap_ev=8.94
N 1.5024 -0.6131 3.7585 0.127
C 1.3008 -0.7173 2.6275 -0.291
C 0.9528 -1.0482 1.3444 -0.156
C -0.2481 -1.8936 0.8019 -0.093
C -0.7257 -0.4860 0.8019 -0.162
N -0.8664 0.2952 -0.3081 -0.112
C -0.4175 1.7285 -0.3278 -0.087
C -0.1496 1.5081 -1.8857 -0.115
C -0.1108 0.0198 -1.5489 -0.180
H 1.5633 -0.9477 0.4224 0.107
H -0.1505 -2.4219 -0.1959 0.132
H -0.6037 -2.5469 1.5668 0.095
H -1.2556 -0.0398 1.5774 0.125
H 0.4249 2.0994 0.1868 0.102
H -1.2376 2.3670 -0.1900 0.087
H -0.8555 1.9159 -2.6202 0.103
H 0.8090 1.8227 -2.3423 0.100
H -0.8177 -0.5635 -2.0519 0.091
H 0.8855 -0.4785 -1.6167 0.127

*3*
19
Properties=species:S:1:pos:R:3:lowdin_charge:R:1 method="wB97M-V/def2-TZVPD" smiles=Cc1n[nH]c2c1C2(C)C mol_weight_g_mol=122.17 total_charge=0 orbital_gap_ev=9.54
C -2.4235 -1.6523 0.1042 -0.046
C -1.6986 -0.3426 -0.0811 -0.346
N -2.3369 0.7677 -0.3476 0.076
N -1.3828 1.6838 -0.3300 -0.025
C -0.1145 1.1889 -0.3785 -0.068
C -0.3285 -0.1935 -0.2815 -0.040
C 1.0546 0.2760 -0.0738 -0.380
C 2.2296 0.2723 -1.0669 -0.034
C 1.6021 0.1023 1.3668 -0.019
H -3.4362 -1.3379 0.2569 0.050
H -2.3082 -2.2902 -0.7678 0.068
H -2.2090 -2.2654 1.0871 0.113
H -1.4619 2.7427 -0.4859 0.186
H 2.7825 1.2076 -1.0415 0.088
H 1.8977 0.1179 -2.0605 0.072
H 2.9533 -0.4116 -0.6740 0.067
H 2.6964 0.3794 1.2996 0.092
H 1.3877 -0.9009 1.3084 0.055
H 1.0962 0.6558 2.1661 0.092

*4*
19
Properties=species:S:1:pos:R:3:lowdin_charge:R:1 method="wB97M-V/def2-TZVPD" mol_weight_g_mol=122.17 total_charge=0 orbital_gap_ev=8.60
C -0.0083 0.5234 -0.0018 0.046
C -2.1043 0.8213 2.9805 0.120
C -0.3636 1.7685 0.2000 -0.332
C 0.2428 -0.7462 -0.1255 -0.348
C 0.1206 2.9361 -0.6106 -0.050
C -0.6197 -1.6471 -0.9690 -0.061
C 1.4054 -1.4205 0.5483 -0.061
N -1.2066 2.1526 1.2402 0.063
N -1.7489 1.3793 2.0027 -0.111
H 0.6860 2.5929 -1.4727 0.077
H -0.7270 3.5280 -0.9477 0.074
H 0.7559 3.5646 0.0102 0.076
H -0.0095 -2.1914 -1.6864 0.076
H -1.3772 -1.0784 -1.5031 0.078
H -1.1187 -2.3701 -0.3222 0.080
H 1.0274 -2.1120 1.3029 0.081
H 2.0582 -0.6967 1.0266 0.077
H 1.9791 -1.9973 -0.1775 0.077
H -2.9500 0.3187 3.3669 0.040

Q: Which of them is the most stable? A: *1*.

*1*
17
Properties=species:S:1:pos:R:3:lowdin_charge:R:1 method="wB97M-V/def2-TZVPD" mol_weight_g_mol=107.20 total_charge=+1 orbital_gap_ev=8.66
C 2.1441 -2.5869 -0.0090 -0.170
C 1.1724 -2.3005 1.1102 -0.594
S 0.0569 -0.8717 0.8165 0.630
H 2.6200 -1.6835 -0.3803 0.066
H 1.6765 -3.0643 -0.8640 0.071
H 2.8779 -3.2943 0.3681 0.078
H 0.4947 -3.1260 1.3040 0.059
H 1.6524 -2.1354 2.0732 0.072
H 0.4443 -0.0653 1.8109 -0.156
N -2.3025 2.1208 0.1465 0.203
C -1.7193 2.8068 -0.7988 -0.171
N -0.9097 2.3098 -1.6941 0.206
H -2.2697 1.1125 0.2182 0.115
H -2.9218 2.6448 0.7548 0.147
H -1.8507 3.8782 -0.7712 0.166
H -0.4141 2.9404 -2.3092 0.146
H -0.7515 1.3146 -1.7759 0.132

*2*
17
Properties=species:S:1:pos:R:3:lowdin_charge:R:1 method="wB97M-V/def2-TZVPD" mol_weight_g_mol=107.20 total_charge=+1 orbital_gap_ev=8.60
C -1.2204 -1.9093 0.1763 -0.168
C -2.1519 -0.8718 -0.4548 -0.631
S -1.9381 0.8396 0.0405 0.701
H -1.7473 -2.8597 0.1346 0.075
H -1.0513 -1.6824 1.2328 0.061
H -0.2712 -1.9754 -0.3556 0.058
H -2.0310 -0.8693 -1.5327 0.063
H -3.1643 -1.1962 -0.2403 0.068
H -2.2832 0.7245 1.3232 -0.135
N 1.6355 1.1552 -0.3064 0.206
C 2.7112 0.4233 -0.3287 -0.169
N 3.1225 -0.4316 0.5819 0.192
H 0.9181 1.0009 0.3970 0.090
H 1.6067 1.9102 -0.9738 0.144
H 3.4075 0.5973 -1.1342 0.163
H 4.1111 -0.6358 0.5922 0.139
H 2.6251 -0.8084 1.3763 0.144

Q: Which of them is the most stable? A: *1*.

*1*
17
Properties=species:S:1:pos:R:3:lowdin_charge:R:1 method="wB97M-V/def2-TZVPD" mol_weight_g_mol=107.20 total_charge=+1 orbital_gap_ev=8.87
C 1.1130 0.1798 -2.2843 -0.154
C -0.0590 0.9545 -1.6633 -0.632
S 0.3379 2.2674 -0.5018 0.732
H 1.8775 -0.1791 -1.5986 0.065
H 1.5492 0.8393 -3.0331 0.076
H 0.7102 -0.6626 -2.8456 0.077
H -0.5598 1.4410 -2.4955 0.063
H -0.7856 0.2934 -1.1933 0.049
H 1.5627 2.5370 -0.9766 -0.110
N 0.1534 -0.3552 1.5819 0.185
C -1.0069 -0.6277 2.1228 -0.158
N -1.3261 -1.8349 2.5352 0.191
H 0.6913 -1.0834 1.1446 0.140
H 0.3004 0.6013 1.2091 0.032
H -1.7505 0.1425 2.2841 0.168
H -2.1708 -1.9636 3.0743 0.142
H -0.6368 -2.5497 2.6401 0.135

*2*
17
Properties=species:S:1:pos:R:3:lowdin_charge:R:1 method="wB97M-V/def2-TZVPD" mol_weight_g_mol=107.20 total_charge=+1 orbital_gap_ev=2.86
N -5.3543 0.2316 -0.6956 0.055
C 2.5271 -0.5403 -0.9210 -0.084
C 3.6297 -0.9950 -0.2635 0.126
S -1.3014 -0.0782 0.5312 0.701
C 1.7419 0.5996 -0.3516 -0.280
N 1.8667 0.6082 1.1028 0.066
H -5.4191 0.9193 -1.4123 0.012
H -4.4801 -0.1636 -0.3777 -0.021
H -5.9732 -0.5508 -0.8663 0.023
H 2.2748 -0.9682 -1.8820 0.112
H 3.8125 -0.5562 0.7085 0.071
H 4.2668 -1.7965 -0.6057 0.085
H -2.0302 0.7963 1.2391 -0.196
H 0.6540 0.5283 -0.6677 0.053
H 2.1376 1.5086 -0.8207 0.148
H 1.8300 1.5903 1.3681 0.109
H 0.9937 0.2417 1.4892 0.019

Q: Which of them is the most stable? A: *1*.

*1*
11
Properties=species:S:1:pos:R:3:lowdin_charge:R:1 method="wB97M-V/def2-TZVPD" smiles="O/N=c1/nn[nH]n1O" mol_weight_g_mol=117.07 total_charge=0 orbital_gap_ev=7.90
O -2.1763 0.0959 -0.2335 -0.125
N -1.6353 -1.1168 -0.0225 0.045
C -0.3063 -0.7949 0.3828 -0.330
N 0.6723 -1.6907 0.5065 0.044
N 1.7667 -1.3278 -0.1058 0.039
N 1.6050 -0.0825 -0.5966 -0.011
N 0.3071 0.3605 -0.1849 -0.111
O 0.7027 1.5788 0.5233 -0.057
H -3.1926 -0.0454 -0.0628 0.163
H 2.2076 0.7613 -0.2843 0.178
H 0.0491 2.2616 0.0777 0.166

*2*
11
Properties=species:S:1:pos:R:3:lowdin_charge:R:1 method="wB97M-V/def2-TZVPD" mol_weight_g_mol=117.07 total_charge=0 orbital_gap_ev=9.08
N -2.2381 -0.0699 0.1402 0.025
N -1.1526 0.5232 -0.3491 0.051
C -0.0385 -0.0677 -0.2367 -0.360
N 0.2467 -1.3250 0.3642 0.075
N 1.4089 -1.6170 0.2457 0.087
O 2.0425 -0.5521 -0.5127 -0.096
N 1.2219 0.6120 -0.4960 -0.099
O 1.4549 1.4451 0.6252 -0.011
H -2.1230 -1.0657 0.4092 0.102
H -3.0179 0.0933 -0.4915 0.101
H 2.1951 2.0236 0.3016 0.126

Q: Which of them is the most stable? A: *2*.

*1*
11
Properties=species:S:1:pos:R:3:lowdin_charge:R:1 method="wB97M-V/def2-TZVPD" mol_weight_g_mol=117.07 total_charge=0 orbital_gap_ev=9.83
C -0.1769 0.0661 -0.4211 -0.577
H 0.5017 -2.1891 0.4764 0.077
H 1.4373 -2.1901 -0.9243 0.186
H -2.1321 1.9214 -1.0141 0.312
N 1.3474 -1.6792 0.1425 0.066
N 0.9488 -0.2399 0.1783 -0.096
N 1.0266 0.4636 1.3929 0.079
N 0.1687 1.4127 1.3025 0.100
N -0.6028 1.2078 0.1409 -0.187
O -1.8345 1.6327 0.1696 -0.007
O -0.6842 -0.4059 -1.4434 0.046

*2*
11
Properties=species:S:1:pos:R:3:lowdin_charge:R:1 method="wB97M-V/def2-TZVPD" mol_weight_g_mol=117.07 total_charge=0 orbital_gap_ev=9.37
C -0.3952 0.1621 0.3773 -0.397
H 2.3597 0.1562 -1.1160 0.234
H 1.9746 -0.5720 0.8748 0.138
H 1.4193 1.8476 2.2070 0.204
N 1.7550 -0.5989 -0.2257 -0.001
N 0.4763 -0.0696 -0.6393 -0.128
N -0.3763 -0.8463 -1.5520 0.072
N -1.5493 -0.6641 -1.3688 0.061
N -0.2560 0.7110 1.6211 0.084
O -1.6632 -0.0208 -0.1290 0.007
O 1.1969 1.0047 1.4945 -0.273

Q: Which of them is the most stable? A: *1*.